No. 1
The following is a DFT calculation (ωB97M-V with the def2-TZVPD basis set) of 17 unconnected molecules or ions with the total composition C31H85F3N35O19 at a distorted geometry.

**Largest force on an atom**: 2.63 eV/A
**E**: -132741.1047 eV

```
! RIJCOSX wB97M-V def2-TZVPD def2/J DEFGRID3
* xyz 1 1
C -0.868 3.229 -2.735
C -0.672 1.642 -2.660
N -0.556 1.163 -4.061
C 0.269 -0.048 -4.198
C -0.353 -1.373 -3.576
C 0.413 -1.842 -2.296
C -0.380 -2.329 -1.149
C 0.261 -2.749 0.114
C -0.611 -3.216 1.314
C -1.204 -4.672 1.128
C -2.674 -4.713 0.581
F -3.128 -3.521 0.072
F -3.554 -5.067 1.606
F -2.766 -5.672 -0.412
C 1.730 -2.657 0.156
N 2.471 -2.199 -0.939
C 3.939 -2.113 -0.757
O 4.508 -1.130 -1.647
N 5.879 -1.423 -1.795
O 6.122 -1.739 -2.891
C 1.860 -1.802 -2.130
C -1.824 1.074 -4.745
C -3.211 0.778 -4.081
O -1.819 1.291 -5.950
H -0.460 3.743 -1.827
H -0.269 3.609 -3.610
H -1.935 3.522 -2.927
H -1.521 1.200 -2.071
H 0.311 1.495 -2.127
H 1.271 0.175 -3.744
H 0.442 -0.241 -5.298
H -1.427 -1.207 -3.281
H -0.379 -2.228 -4.318
H -1.490 -2.352 -1.242
H -1.440 -2.480 1.536
H 0.040 -3.248 2.234
H -0.576 -5.347 0.492
H -1.236 -5.139 2.156
H 2.308 -2.931 1.073
H 4.461 -3.087 -0.957
H 4.198 -1.778 0.294
H 2.516 -1.426 -2.960
H -3.610 1.644 -3.471
H -3.955 0.647 -4.921
H -3.254 -0.169 -3.479
C -7.704 -5.770 1.963
O -8.757 -6.375 2.030
N -6.600 -6.282 1.346
N -7.535 -4.528 2.497
H -5.723 -5.800 1.279
H -6.686 -7.197 0.939
H -8.326 -4.117 2.960
H -6.675 -4.012 2.451
C 1.159 1.175 0.745
O 0.122 0.526 0.828
N 2.276 0.674 0.135
N 1.284 2.425 1.241
H 3.144 1.172 0.047
H 2.196 -0.253 -0.240
H 0.473 2.824 1.697
H 2.126 2.968 1.180
C 0.359 6.883 -1.754
O 0.582 5.705 -1.976
N -0.241 7.697 -2.667
N 0.690 7.483 -0.578
H -0.436 8.668 -2.508
H -0.497 7.288 -3.549
H 1.136 6.910 0.124
H 0.514 8.449 -0.375
C 6.911 1.823 0.719
O 6.057 2.352 1.412
N 6.898 1.892 -0.640
N 7.951 1.119 1.246
H 7.589 1.464 -1.228
H 6.145 2.405 -1.066
H 7.994 1.047 2.247
H 8.663 0.677 0.694
C 0.289 1.564 -9.673
O 1.033 1.423 -10.630
N -0.543 2.633 -9.540
N 0.226 0.666 -8.652
H -1.160 2.766 -8.760
H -0.526 3.320 -10.273
H 0.826 -0.138 -8.712
H -0.380 0.767 -7.856
C 3.143 8.387 2.009
O 2.379 7.442 2.112
N 3.220 9.152 0.883
N 3.986 8.758 3.009
H 3.842 9.932 0.780
H 2.614 8.907 0.120
H 3.959 8.217 3.856
H 4.623 9.531 2.946
C -3.213 -9.064 -1.809
O -2.064 -9.256 -1.421
N -3.923 -9.995 -2.488
N -3.868 -7.895 -1.587
H -4.863 -9.855 -2.810
H -3.470 -10.874 -2.671
H -3.362 -7.183 -1.087
H -4.806 -7.710 -1.892
C 2.194 -3.661 -5.503
O 2.283 -2.442 -5.408
N 2.939 -4.514 -4.747
N 1.344 -4.266 -6.371
H 2.879 -5.515 -4.811
H 3.582 -4.104 -4.094
H 0.776 -3.669 -6.948
H 1.256 -5.262 -6.464
C 1.651 -8.791 -3.419
O 1.356 -8.397 -4.539
N 0.721 -9.110 -2.483
N 2.946 -8.944 -3.015
H 0.946 -9.434 -1.561
H -0.248 -9.013 -2.741
H 3.663 -8.719 -3.681
H 3.211 -9.266 -2.103
C 0.509 10.524 -5.215
O -0.244 9.570 -5.095
N 0.561 11.277 -6.345
N 1.361 10.915 -4.227
H 1.171 12.064 -6.464
H -0.055 11.018 -7.096
H 1.353 10.381 -3.377
H 1.987 11.695 -4.306
C -1.122 3.407 4.038
O -0.971 3.818 2.892
N -2.337 3.309 4.625
N -0.078 3.013 4.819
H -2.481 2.974 5.566
H -3.132 3.589 4.079
H 0.842 3.071 4.419
H -0.181 2.674 5.759
C -4.107 6.607 -2.961
O -3.749 5.682 -2.252
N -5.417 6.835 -3.262
N -3.233 7.491 -3.514
H -5.734 7.589 -3.843
H -6.094 6.202 -2.872
H -2.253 7.357 -3.315
H -3.509 8.257 -4.100
C -3.652 -10.400 1.910
O -3.419 -11.390 1.239
N -4.207 -10.470 3.152
N -3.378 -9.137 1.475
H -4.408 -9.668 3.721
H -4.424 -11.385 3.507
H -2.965 -9.045 0.559
H -3.562 -8.310 2.012
C -3.426 1.997 8.366
O -3.279 2.405 7.221
N -4.651 1.891 8.949
N -2.384 1.618 9.146
H -4.796 1.561 9.884
H -5.446 2.164 8.399
H -1.457 1.682 8.749
H -2.487 1.282 10.083
C 0.835 0.784 10.445
O 0.497 1.108 9.311
N -0.065 0.483 11.426
N 2.131 0.698 10.821
H 0.194 0.218 12.358
H -1.037 0.534 11.189
H 2.839 0.914 10.122
H 2.425 0.435 11.744
C 5.203 0.177 8.608
O 4.309 0.675 9.276
N 5.226 0.248 7.252
N 6.247 -0.489 9.165
H 5.949 -0.153 6.684
H 4.467 0.735 6.805
H 6.263 -0.561 10.168
H 6.991 -0.905 8.636
*
```

Results of the Mulliken charge analysis, in e, for atoms 1 through 4: -1.11 0.18 0.41 -1.07

***

No. 2
The following is a DFT calculation (ωB97M-V with the def2-TZVPD basis set) of a molecular structure, C13H6Br4Cl2FN2O6Ru.

**ΔE to the lowest compared entry with this formula, charge and spin**: 54.11 kJ/mol
**Largest force on an atom**: 0.62 eV/A

```
! RIJCOSX wB97M-V def2-TZVPD def2/J DEFGRID3
* xyz 1 1
Ru -0.083 -0.191 0.529
Br 3.450 3.073 -4.361
C 2.763 1.803 -3.205
C 3.426 0.448 -3.160
Br 4.864 0.145 -4.284
C 3.001 -0.536 -2.335
Br 3.735 -2.243 -2.204
C 1.888 -0.246 -1.471
O 1.370 -1.029 -0.664
C 1.211 1.093 -1.536
O 0.223 1.221 -0.802
C 1.694 2.109 -2.435
Br 0.797 3.736 -2.403
F -4.389 2.732 5.214
C -3.538 3.225 4.320
C -2.292 2.776 4.225
N -1.393 3.304 3.304
C -0.084 2.727 3.134
C -0.093 1.526 2.236
O 0.994 1.065 1.750
O -1.164 0.946 1.875
C -1.775 4.265 2.384
O -1.036 4.661 1.506
N -3.060 4.729 2.546
C -4.036 4.293 3.449
O -5.141 4.764 3.466
H -1.922 1.995 4.874
H 0.352 2.462 4.099
H 0.562 3.464 2.663
H -3.347 5.451 1.900
Cl -1.733 -1.653 -0.404
C -0.922 -3.233 -0.821
Cl -1.098 -3.592 -2.513
H -1.419 -3.981 -0.217
H 0.125 -3.117 -0.569
*
```

Results of the Mulliken charge analysis, in e, for atoms 1 through 4: 0.67 -0.04 0.37 0.41

***

No. 3
The following is a DFT calculation (ωB97M-V with the def2-TZVPD basis set) of C8H8 in the gas phase at a distorted geometry.

**ΔE to the lowest compared entry with this formula, charge and spin**: 527.39 kJ/mol
**Largest force on an atom**: 7.84 eV/A
**Structure (SMILES)**: C1=C\C=C/C=C\C=C/1

```
! RIJCOSX wB97M-V def2-TZVPD def2/J DEFGRID3
* xyz 0 1
C 1.010 -1.294 0.483
C 2.015 -0.302 0.201
C 1.265 1.087 -0.321
C 0.109 1.691 -0.309
C -1.088 1.276 0.434
C -1.799 0.117 0.364
C -1.343 -1.039 -0.515
C -0.129 -1.491 -0.361
H 1.202 -2.230 0.931
H 2.998 -0.053 0.524
H 1.993 1.968 -0.777
H 0.039 2.544 -0.722
H -1.502 2.010 0.960
H -2.822 -0.268 0.800
H -2.189 -1.558 -1.012
H 0.046 -2.676 -0.563
*
```

Results of the Mulliken charge analysis, in e, for atoms 1 through 4: -0.65 -0.35 -0.16 -0.51

***

No. 4
The following is a DFT calculation (ωB97M-V with the def2-TZVPD basis set) of a molecular structure, C39H67N5O11P2Rb at a distorted geometry.

**Largest force on an atom**: 3.20 eV/A
**E**: -90742.1652 eV

```
! RIJCOSX wB97M-V def2-TZVPD def2/J DEFGRID3
* xyz -1 1
Rb -1.129 -0.272 0.819
C -1.240 -3.886 3.193
N -2.042 -2.642 2.810
C -3.483 -3.099 2.651
C -4.368 -1.962 2.126
C -4.713 -1.940 0.610
N -3.492 -1.937 -0.222
C -3.384 -2.973 -0.938
C -2.403 -3.367 -1.895
C -2.585 -4.691 -2.313
C -1.586 -5.345 -2.977
C -0.436 -4.657 -3.297
C -0.291 -3.324 -3.036
C -1.169 -2.655 -2.132
O -0.780 -1.543 -1.555
C -1.922 -1.586 3.877
C -0.547 -1.038 4.171
C -0.584 0.427 4.592
N -1.220 1.247 3.613
C -1.880 2.262 3.977
C -2.668 3.165 3.157
C -3.563 4.007 3.836
C -4.489 4.842 3.211
C -4.529 4.795 1.809
C -3.670 3.980 1.081
C -2.676 3.125 1.687
O -1.924 2.405 0.954
H -1.729 -4.393 4.003
H -0.288 -3.538 3.538
H -1.048 -4.488 2.313
H -3.862 -3.506 3.585
H -3.448 -3.893 1.907
H -3.820 -1.050 2.341
H -5.348 -1.844 2.673
H -5.253 -1.031 0.449
H -5.303 -2.781 0.303
H -4.239 -3.667 -0.827
H -3.436 -5.209 -1.864
H -1.644 -6.370 -3.268
H 0.422 -5.158 -3.696
H 0.577 -2.815 -3.347
H -2.428 -1.877 4.841
H -2.506 -0.755 3.493
H 0.075 -1.178 3.282
H 0.002 -1.609 4.835
H 0.452 0.705 4.650
H -1.075 0.567 5.545
H -1.889 2.535 5.048
H -3.477 4.009 4.911
H -5.044 5.616 3.767
H -5.208 5.469 1.293
H -3.718 3.948 -0.041
C 2.749 -3.513 1.555
C 2.428 -2.644 0.341
C 1.510 -3.398 -0.597
O 1.708 -1.459 0.834
P 2.411 -0.023 0.978
O 1.601 0.891 1.791
C 2.590 0.556 -0.761
P 3.860 1.805 -0.916
O 3.855 2.692 0.236
O 5.178 0.989 -1.209
C 5.655 0.384 -2.502
C 6.267 1.385 -3.512
C 4.596 -0.543 -3.164
O 3.657 2.529 -2.337
C 2.520 3.457 -2.517
C 2.325 3.597 -4.014
C 2.817 4.707 -1.862
O 3.829 -0.303 1.590
C 4.260 0.051 2.929
C 3.482 -0.876 3.810
C 4.063 1.502 3.289
H 2.841 -4.569 1.242
H 1.866 -3.448 2.238
H 3.667 -3.278 2.096
H 3.335 -2.317 -0.164
H 0.603 -3.645 -0.104
H 2.005 -4.242 -1.013
H 1.225 -2.745 -1.421
H 1.631 1.009 -0.918
H 2.610 -0.274 -1.489
H 6.414 -0.287 -2.168
H 5.510 1.981 -4.070
H 6.852 0.807 -4.196
H 6.871 2.153 -2.993
H 3.709 -0.064 -3.546
H 4.299 -1.293 -2.419
H 5.143 -1.020 -3.978
H 1.651 2.956 -2.068
H 2.920 4.421 -4.356
H 1.277 3.942 -4.151
H 2.518 2.747 -4.619
H 3.721 5.132 -2.384
H 3.026 4.605 -0.788
H 1.892 5.398 -2.014
H 5.300 -0.228 2.892
H 2.394 -0.682 3.838
H 3.895 -0.979 4.848
H 3.392 -1.868 3.436
H 3.046 1.885 3.300
H 4.580 2.148 2.511
H 4.587 1.711 4.233
O 0.359 2.335 -0.148
H -0.558 2.433 0.191
H 0.876 2.184 0.675
N -1.107 0.725 -5.160
C -1.596 1.129 -4.163
N -2.083 1.344 -2.927
C -2.873 0.188 -2.422
C -4.332 0.299 -2.704
O -4.762 1.553 -2.130
C -4.114 2.652 -2.771
C -2.597 2.617 -2.509
H -2.617 0.117 -1.379
H -2.516 -0.678 -2.959
H -4.863 -0.485 -2.222
H -4.509 0.277 -3.807
H -4.559 3.525 -2.237
H -4.329 2.717 -3.846
H -2.457 2.659 -1.438
H -2.148 3.415 -3.075
O 1.256 -0.562 -3.353
H 0.847 -0.339 -4.196
H 0.546 -0.877 -2.700
*
```

Results of the Mulliken charge analysis, in e, for atoms 1 through 4: -0.35 -1.17 0.77 -1.28

***

No. 5
The following is a DFT calculation (ωB97M-V with the def2-TZVPD basis set) of 2 unconnected molecules or ions with the total composition CH5INP at a distorted geometry.

**ΔE to the lowest compared entry with this formula, charge and spin**: 188.62 kJ/mol
**Largest force on an atom**: 2.93 eV/A

```
! RIJCOSX wB97M-V def2-TZVPD def2/J DEFGRID3
* xyz 0 1
C -0.183 0.285 1.246
N 0.564 0.203 0.002
P 0.368 -1.098 -1.056
I 1.125 -0.076 -3.081
H -0.508 1.289 1.399
H -1.043 -0.404 1.154
H 0.326 -0.092 2.127
H 0.835 1.038 -0.367
H -1.484 -1.145 -1.424
*
```

Results of the Mulliken charge analysis, in e, for atoms 1 through 4: -0.76 -0.23 -0.04 -0.05

***

No. 6
The following is a DFT calculation (ωB97M-V with the def2-TZVPD basis set) of C20H31N5O4 in the gas phase.

**ΔE to the lowest compared entry with this formula, charge and spin**: 123.13 kJ/mol
**Largest force on an atom**: 0.06 eV/A
**Structure (SMILES)**: CC(C)Cn1[nH]c(CC(=O)N2CC(CN(C)C(=O)CC(=O)NC3CC3)C2)cc1=O

```
! RIJCOSX wB97M-V def2-TZVPD def2/J DEFGRID3
* xyz 0 1
C -1.542 -1.363 -0.081
C -0.959 -2.732 0.251
C -1.626 -3.828 -0.574
C -1.130 -3.067 1.733
N -0.492 -2.143 2.647
N 0.882 -1.904 2.538
C 1.123 -0.728 3.235
C 2.534 -0.276 3.456
C 2.534 1.236 3.621
O 2.454 1.768 4.713
N 2.562 1.939 2.466
C 2.194 1.515 1.104
C 1.504 2.882 0.893
C -0.016 2.845 0.757
N -0.522 2.942 -0.613
C -1.512 3.971 -0.891
C -0.211 1.947 -1.477
O 0.592 1.077 -1.148
C -0.888 1.982 -2.835
C -0.766 0.797 -3.795
O -1.430 0.815 -4.816
N 0.076 -0.199 -3.462
C 0.245 -1.344 -4.302
C 0.499 -2.652 -3.620
C -0.821 -2.395 -4.296
C 1.988 3.278 2.314
C -0.036 -0.143 3.590
C -1.125 -1.021 3.170
O -2.334 -0.871 3.206
H -2.602 -1.324 0.181
H -1.031 -0.566 0.462
H -1.436 -1.150 -1.147
H 0.113 -2.722 0.026
H -2.699 -3.862 -0.368
H -1.498 -3.649 -1.642
H -1.209 -4.812 -0.348
H -2.187 -3.043 2.005
H -0.758 -4.076 1.935
H 1.442 -2.703 2.816
H 2.936 -0.710 4.372
H 3.155 -0.588 2.614
H 3.056 1.329 0.463
H 1.520 0.662 1.060
H 1.937 3.482 0.095
H -0.402 1.936 1.232
H -0.440 3.692 1.296
H -1.522 4.233 -1.944
H -2.519 3.660 -0.596
H -1.252 4.868 -0.333
H -1.960 2.141 -2.713
H -0.525 2.852 -3.388
H 0.594 -0.094 -2.598
H 0.744 -1.153 -5.243
H 1.194 -3.339 -4.081
H 0.518 -2.644 -2.537
H -1.681 -2.203 -3.670
H -1.033 -2.903 -5.226
H 1.202 3.478 3.046
H 2.725 4.080 2.355
H -0.161 0.802 4.091
*
```

Results of the Mulliken charge analysis, in e, for atoms 1 through 4: -0.37 1.36 -1.70 -1.60

***

No. 7
The following is a DFT calculation (ωB97M-V with the def2-TZVPD basis set) of a molecular structure, C25H38As2AuN4O8S at a distorted geometry.

**Largest force on an atom**: 1.34 eV/A
**E**: -185079.2609 eV

```
! RIJCOSX wB97M-V def2-TZVPD def2/J DEFGRID3
* xyz 1 1
Au 0.849 1.254 0.249
C -4.793 -1.532 -3.680
O -3.454 -1.077 -3.508
C -3.039 -0.868 -2.259
O -3.717 -1.035 -1.270
C -1.715 -0.238 -2.198
C -0.934 -0.044 -3.290
As -0.645 -1.733 -4.235
C 0.674 -1.247 -5.606
C 0.548 -2.087 -2.668
C 0.448 -1.724 -1.387
As -0.691 -0.351 -0.584
C -1.629 -1.499 0.682
C 1.362 -2.184 -0.331
O 1.508 -1.533 0.697
O 1.973 -3.325 -0.564
C 2.946 -3.764 0.380
C 1.496 -3.060 -3.240
O 1.073 -3.985 -3.900
O 2.767 -2.757 -3.079
C 3.697 -3.575 -3.783
C 0.227 0.865 -3.176
O 1.369 0.468 -3.101
O -0.014 2.178 -3.189
C -1.333 2.664 -3.381
H -4.970 -1.532 -4.752
H -5.485 -0.857 -3.171
H -4.902 -2.537 -3.273
H 0.167 -0.682 -6.392
H 1.047 -2.169 -6.054
H 1.505 -0.669 -5.209
H -1.742 -2.485 0.220
H -2.614 -1.117 0.944
H -1.014 -1.585 1.581
H 3.313 -4.716 0.008
H 2.498 -3.882 1.368
H 3.758 -3.039 0.442
H 4.680 -3.342 -3.382
H 3.655 -3.338 -4.848
H 3.458 -4.628 -3.641
H -1.220 3.735 -3.540
H -1.959 2.477 -2.503
H -1.806 2.210 -4.253
C -3.602 3.347 2.570
C -2.705 3.361 1.331
C -3.084 4.560 0.455
C -2.868 2.039 0.563
N -1.341 3.529 1.826
N -0.306 3.472 0.802
H -4.644 3.270 2.274
H -3.466 4.262 3.140
H -3.362 2.503 3.213
H -4.153 4.542 0.254
H -2.563 4.556 -0.502
H -2.847 5.485 0.976
H -3.876 1.940 0.168
H -2.670 1.197 1.233
H -2.147 1.983 -0.260
H -1.133 2.759 2.463
H 0.460 4.050 1.152
H -0.659 3.945 -0.028
N 3.316 2.439 3.792
C 2.867 1.675 2.795
S 2.719 2.406 1.270
N 2.570 0.384 2.965
C 2.553 -0.397 4.140
C 1.572 -1.383 4.233
C 1.482 -2.179 5.360
C 2.371 -2.000 6.410
C 3.372 -1.050 6.302
C 3.473 -0.256 5.172
H 3.514 3.404 3.589
H 3.336 2.124 4.747
H 2.200 -0.086 2.141
H 0.883 -1.508 3.411
H 0.712 -2.932 5.431
H 2.299 -2.609 7.298
H 4.086 -0.923 7.102
H 4.298 0.435 5.091
*
```

Results of the Mulliken charge analysis, in e, for atoms 1 through 4: -0.20 -0.77 -0.25 -0.08

***

Copy entry 3 word for word.
The following is a DFT calculation (ωB97M-V with the def2-TZVPD basis set) of C8H8 in the gas phase at a distorted geometry.

**ΔE to the lowest compared entry with this formula, charge and spin**: 527.39 kJ/mol
**Largest force on an atom**: 7.84 eV/A
**Structure (SMILES)**: C1=C\C=C/C=C\C=C/1

```
! RIJCOSX wB97M-V def2-TZVPD def2/J DEFGRID3
* xyz 0 1
C 1.010 -1.294 0.483
C 2.015 -0.302 0.201
C 1.265 1.087 -0.321
C 0.109 1.691 -0.309
C -1.088 1.276 0.434
C -1.799 0.117 0.364
C -1.343 -1.039 -0.515
C -0.129 -1.491 -0.361
H 1.202 -2.230 0.931
H 2.998 -0.053 0.524
H 1.993 1.968 -0.777
H 0.039 2.544 -0.722
H -1.502 2.010 0.960
H -2.822 -0.268 0.800
H -2.189 -1.558 -1.012
H 0.046 -2.676 -0.563
*
```

Results of the Mulliken charge analysis, in e, for atoms 1 through 4: -0.65 -0.35 -0.16 -0.51

***

- What is the largest force on an atom in the third record?
  7.84 eV/A